Run i
{"formula": "C13H18N4S", "method": "ωB97M-V with the def2-TZVPD basis set", "elements": ["N", "S", "C", "C", "C", "C", "C", "C", "N", "N", "N", "C", "C", "C", "C", "C", "C", "C", "H", "H", "H", "H", "H", "H", "H", "H", "H", "H", "H", "H", "H", "H", "H", "H", "H", "H"], "positions_angstrom": [[4.53, -0.21, 0.06], [-1.31, 2.14, 3.28], [3.65, 0.12, 0.78], [0.04, 1.50, 2.54], [2.42, 0.40, 1.40], [2.37, 0.80, 2.69], [0.11, 1.20, 1.13], [1.21, 0.51, 0.62], [3.56, 0.80, 3.44], [1.21, 1.29, 3.30], [-1.17, 0.85, -1.12], [1.19, 1.30, 4.76], [-1.47, 1.80, -2.15], [-1.09, 1.34, 0.30], [-1.03, -1.44, -0.57], [0.10, -0.55, -2.76], [1.14, -0.18, -0.74], [-0.24, -0.23, -1.33], [3.68, 1.65, 4.05], [4.30, 0.60, 2.82], [1.88, 0.68, 5.28], [0.25, 0.93, 5.14], [1.36, 2.27, 5.20], [-0.61, 2.39, -2.58], [-2.20, 2.57, -1.86], [-1.91, 1.31, -3.05], [-1.34, 2.43, 0.40], [-1.87, 0.80, 0.92], [-0.74, -1.47, 0.47], [-2.12, -1.39, -0.56], [-0.84, -2.43, -0.98], [-0.61, -1.12, -3.33], [0.23, 0.28, -3.47], [0.93, -1.28, -2.97], [1.72, 0.52, -1.32], [1.70, -1.14, -0.73]], "smiles": "CN1Cc2c(c(C#N)c(N)n(C)c2=S)CC1(C)C", "homo_ev": -8.0, "orbital_gap_ev": 7.98, "total_charge": 0}

Run ii
{"formula": "C13H18N4S", "method": "ωB97M-V with the def2-TZVPD basis set", "elements": ["N", "S", "C", "C", "C", "C", "C", "C", "N", "N", "N", "C", "C", "C", "C", "C", "C", "C", "H", "H", "H", "H", "H", "H", "H", "H", "H", "H", "H", "H", "H", "H", "H", "H", "H", "H"], "positions_angstrom": [[2.39, -2.07, -3.33], [-1.67, -3.07, 2.42], [1.75, -2.17, -2.35], [-0.52, -2.80, 1.21], [1.01, -2.37, -1.14], [0.71, -3.66, -0.70], [-0.15, -1.45, 0.86], [0.57, -1.20, -0.33], [1.21, -4.77, -1.38], [-0.06, -3.88, 0.45], [0.11, 0.97, 1.39], [-0.58, -5.24, 0.71], [0.04, 2.02, 2.42], [-0.51, -0.32, 1.84], [0.63, 2.60, -0.45], [-1.52, 1.27, -0.51], [0.81, 0.22, -0.78], [-0.03, 1.30, -0.07], [1.94, -4.59, -2.06], [1.14, -5.68, -0.95], [-1.57, -5.36, 0.24], [-0.65, -5.43, 1.82], [0.04, -6.07, 0.31], [0.92, 2.68, 2.39], [-0.84, 2.66, 2.29], [0.01, 1.58, 3.42], [-0.07, -0.60, 2.78], [-1.60, -0.20, 1.99], [0.11, 3.44, 0.04], [1.68, 2.62, -0.19], [0.57, 2.73, -1.53], [-1.97, 0.33, -0.29], [-1.55, 1.49, -1.58], [-2.05, 2.07, 0.04], [1.90, 0.41, -0.67], [0.59, 0.29, -1.84]], "smiles": "CN1Cc2c(c(C#N)c(N)n(C)c2=S)CC1(C)C", "homo_ev": -7.8, "orbital_gap_ev": 7.90, "total_charge": 0}

Most stable structure, least stable structure: run ii, run i.

Run i
{"formula": "C4H4F2", "method": "ωB97M-V with the def2-TZVPD basis set", "elements": ["C", "C", "C", "C", "F", "F", "H", "H", "H", "H"], "positions_angstrom": [[1.86, 0.76, -0.80], [-1.79, 0.01, 0.93], [2.34, 0.07, -0.03], [-1.11, -0.27, -0.20], [2.66, -0.45, 1.17], [-1.29, -1.41, -1.04], [-0.36, -0.15, -1.02], [2.00, 1.03, -1.84], [-2.56, -0.63, 1.42], [-1.76, 1.03, 1.40]], "smiles": "C#CF.C=CF", "homo_ev": -10.1, "orbital_gap_ev": 10.73, "total_charge": 0}

Run ii
{"formula": "C4H4F2", "method": "ωB97M-V with the def2-TZVPD basis set", "elements": ["C", "C", "C", "C", "F", "F", "H", "H", "H", "H"], "positions_angstrom": [[0.96, 0.02, -0.23], [1.18, 1.02, 0.53], [-0.07, -1.05, -0.51], [-1.32, -0.30, -0.17], [-1.71, 0.66, -1.05], [-1.55, 0.12, 1.05], [0.37, 1.41, 1.35], [2.17, 1.45, 0.39], [-0.12, -1.40, -1.60], [0.08, -1.94, 0.25]], "homo_ev": [-8.5, -8.4], "orbital_gap_ev": [8.95, 8.38], "total_charge": 0}

Most stable structure, least stable structure: run ii, run i.

Run i
{"formula": "C9H14NO", "method": "ωB97M-V with the def2-TZVPD basis set", "elements": ["C", "C", "C", "C", "C", "C", "C", "C", "C", "N", "O", "H", "H", "H", "H", "H", "H", "H", "H", "H", "H", "H", "H", "H", "H"], "positions_angstrom": [[0.85, -1.80, 2.85], [1.86, -1.44, 1.91], [-0.50, -1.56, 2.46], [1.48, -0.67, 0.85], [-0.91, -0.95, 1.26], [1.19, 0.99, -1.51], [-0.72, 1.65, -0.15], [-1.17, -0.23, -1.67], [-0.06, 0.40, -0.72], [0.25, -0.39, 0.41], [-2.12, -0.59, 1.01], [1.05, -2.01, 3.92], [2.99, -1.61, 2.19], [-1.38, -1.78, 3.17], [2.26, -0.22, 0.27], [1.91, 0.29, -1.82], [0.85, 1.51, -2.50], [1.67, 1.87, -0.99], [-0.18, 2.03, 0.70], [-1.00, 2.47, -1.00], [-1.65, 1.38, 0.23], [-1.31, -1.34, -1.73], [-2.05, 0.00, -1.22], [-1.02, 0.20, -2.63], [-2.74, -1.14, 1.49]], "smiles": "CC(C)(C)[n+]1ccccc1O", "homo_ev": -13.8, "orbital_gap_ev": 9.26, "total_charge": 1}

Run ii
{"formula": "C9H14NO", "method": "ωB97M-V with the def2-TZVPD basis set", "elements": ["C", "C", "C", "C", "C", "C", "C", "C", "C", "N", "O", "H", "H", "H", "H", "H", "H", "H", "H", "H", "H", "H", "H", "H", "H"], "positions_angstrom": [[1.40, -0.67, -0.09], [-0.68, -1.79, 0.67], [-0.53, -0.58, -1.65], [0.09, 0.56, 1.47], [0.52, -0.90, 1.11], [0.54, 0.24, -0.93], [-1.38, -1.17, -0.56], [-0.07, 1.14, 0.18], [-0.35, 2.52, -0.09], [-1.93, 0.06, -0.09], [-2.98, 0.22, 0.45], [2.07, -0.06, 0.32], [1.84, -1.59, -0.64], [-0.21, -2.80, 0.38], [-1.33, -1.86, 1.54], [-1.08, 0.05, -2.48], [0.00, -1.27, -2.24], [-0.80, 0.51, 2.07], [0.84, 1.11, 2.04], [1.10, -1.31, 1.86], [0.95, 0.87, -1.74], [-2.25, -1.81, -0.85], [-0.97, 2.65, -1.15], [0.56, 3.07, -0.14], [-0.90, 2.85, 0.75]], "homo_ev": [-14.0, -14.0], "orbital_gap_ev": [8.65, 8.65], "total_charge": 1}

Most stable structure, least stable structure: run i, run ii.

Run i
{"formula": "C9H19CsNO", "method": "ωB97M-V with the def2-TZVPD basis set", "elements": ["Cs", "C", "C", "C", "C", "C", "C", "N", "O", "C", "C", "C", "H", "H", "H", "H", "H", "H", "H", "H", "H", "H", "H", "H", "H", "H", "H", "H", "H", "H", "H"], "positions_angstrom": [[-0.24, 3.08, 4.65], [-1.32, -1.74, -0.78], [0.01, -1.02, -1.08], [-0.24, 0.18, -2.00], [-0.74, 1.42, -1.27], [0.18, 1.76, -0.11], [0.38, 0.62, 0.87], [0.74, -0.59, 0.13], [0.90, -1.68, 1.02], [1.58, 0.95, 1.77], [-0.87, 0.50, 1.79], [0.92, -1.99, -1.84], [-1.87, -1.95, -1.70], [-1.98, -1.20, -0.10], [-1.17, -2.72, -0.31], [0.62, 0.40, -2.62], [-1.02, -0.13, -2.71], [-1.77, 1.27, -0.93], [-0.80, 2.28, -1.94], [-0.15, 2.65, 0.43], [1.16, 2.03, -0.53], [1.64, 0.27, 2.63], [2.53, 0.85, 1.24], [1.54, 1.99, 2.13], [-1.78, 0.43, 1.19], [-0.82, -0.39, 2.42], [-0.95, 1.40, 2.39], [0.46, -2.26, -2.79], [1.12, -2.90, -1.27], [1.89, -1.52, -2.02], [0.02, -1.97, 1.30]], "homo_ev": -11.2, "orbital_gap_ev": 7.31, "total_charge": 1}

Run ii
{"formula": "C9H19CsNO", "method": "ωB97M-V with the def2-TZVPD basis set", "elements": ["Cs", "C", "C", "C", "C", "C", "C", "N", "O", "C", "C", "C", "H", "H", "H", "H", "H", "H", "H", "H", "H", "H", "H", "H", "H", "H", "H", "H", "H", "H", "H"], "positions_angstrom": [[26.13, -4.14, -18.70], [28.09, -3.45, -15.07], [29.22, -2.79, -15.83], [30.08, -3.85, -16.52], [31.09, -3.31, -17.54], [30.32, -2.54, -18.59], [29.29, -1.51, -18.13], [28.59, -2.00, -16.92], [27.64, -1.06, -16.49], [29.97, -0.15, -17.86], [28.29, -1.30, -19.26], [30.07, -1.89, -14.93], [28.36, -3.89, -14.11], [27.59, -4.34, -15.48], [27.32, -2.72, -14.81], [30.58, -4.48, -15.79], [29.44, -4.53, -17.10], [31.73, -4.03, -18.03], [31.75, -2.63, -16.99], [29.88, -3.19, -19.36], [31.01, -2.00, -19.26], [30.40, 0.25, -18.78], [29.19, 0.58, -17.62], [30.69, -0.20, -17.05], [28.03, -2.16, -19.88], [27.34, -0.83, -19.00], [28.68, -0.58, -19.98], [29.66, -0.88, -14.83], [31.07, -1.76, -15.34], [30.14, -2.19, -13.88], [26.79, -1.51, -16.49]], "homo_ev": -11.5, "orbital_gap_ev": 7.77, "total_charge": 1}

Most stable structure, least stable structure: run i, run ii.